The following is a quantum chemistry calculation of a structure of composition C51H42FN6O8PRbS in a non-equilibrium geometry, from the Open Molecules 2025 dataset.

HOMO level (hartree): -0.1754
Total charge: -1
Energy relative to the best compared isomer or geometry (same formula, charge and spin) (kcal per mole): 0.00
Electronic energy (eV): -102384.781
Orbital gap (eV): 3.652

Last column: Löwdin charge in e.
Element x y z (Å)
Rb  -2.98946  1.77287  -1.73458  0.79
O  -0.38504  8.74023  1.44664  -0.04
C  0.18075  8.06781  0.56940  -0.68
O  1.29496  8.15400  -0.03613  -0.09
C  -0.49922  6.80715  0.08808  -0.09
C  -1.82737  6.46388  0.35325  0.06
C  -2.36163  5.25256  -0.17059  -0.20
N  -1.63296  4.44416  -0.97132  0.13
C  -0.32636  4.76521  -1.17366  -0.21
C  0.24280  5.95387  -0.73061  0.04
C  0.53585  3.84788  -1.90734  -0.19
C  1.94267  4.04213  -2.01707  -0.02
C  2.70239  3.15123  -2.73399  -0.09
C  2.08849  2.06916  -3.36397  -0.08
C  0.70415  2.02901  -3.32968  -0.15
N  -0.01439  2.82558  -2.57860  0.11
C  -3.75326  4.99102  0.20458  -0.22
C  -4.27385  5.60831  1.36123  -0.02
C  -5.61922  5.48802  1.62679  -0.07
C  -6.40912  4.63976  0.85743  -0.06
C  -5.79039  3.99211  -0.20714  -0.15
N  -4.49610  4.14433  -0.54095  0.06
H  -2.44573  7.08660  1.00504  0.10
H  1.26452  6.15929  -1.00102  0.09
H  2.33676  4.85317  -1.43251  0.09
H  3.79542  3.27154  -2.71024  0.10
H  2.61043  1.30183  -3.92237  0.09
H  0.17013  1.23490  -3.82815  0.09
H  -3.61678  6.27866  1.91133  0.10
H  -6.01770  6.08139  2.44122  0.10
H  -7.44202  4.44903  1.11086  0.10
H  -6.30580  3.22736  -0.78131  0.11
O  -4.43284  -0.74668  0.73987  -0.36
S  -4.89222  0.25014  1.68991  0.45
O  -6.28425  0.15292  2.19569  -0.38
O  -4.50135  1.63938  1.27297  -0.43
C  -4.00892  -0.09903  3.24275  -0.24
C  -4.80253  -0.73031  4.23394  -0.05
C  -4.24672  -0.97407  5.47572  -0.11
C  -2.96729  -0.60111  5.79435  -0.10
C  -2.16697  -0.02227  4.80448  -0.07
C  -2.66820  0.17090  3.49930  -0.36
P  -1.70151  0.68505  2.10492  1.11
C  -0.81817  2.06524  2.76695  -0.38
C  0.39754  2.38104  2.13977  -0.11
C  1.04698  3.59573  2.37946  -0.08
C  0.53073  4.48041  3.31418  -0.09
C  -0.67254  4.19153  3.95232  -0.09
C  -1.33559  3.01752  3.67478  -0.08
C  -0.50544  -0.65705  2.25130  -0.34
C  -0.93273  -1.84741  1.67028  -0.09
C  -0.16318  -2.98405  1.70789  -0.10
C  1.11820  -2.93919  2.25024  -0.12
C  1.57435  -1.77161  2.88085  -0.11
C  0.72707  -0.67149  2.93650  -0.09
H  -5.83002  -1.03125  3.99700  0.11
H  -4.85745  -1.32464  6.30122  0.10
H  -2.54226  -0.72008  6.75730  0.08
H  -1.12622  0.19388  5.02714  0.10
H  0.82858  1.70237  1.42100  0.10
H  1.94293  3.83063  1.83495  0.10
H  1.02200  5.40761  3.48361  0.09
H  -1.14513  4.91537  4.63015  0.11
H  -2.31423  2.84475  4.11590  0.11
H  -1.90446  -1.83835  1.17753  0.11
H  -0.56002  -3.89283  1.29016  0.10
H  1.76669  -3.82051  2.14669  0.08
H  2.57115  -1.70016  3.35103  0.10
H  1.06659  0.21255  3.48831  0.10
F  3.75181  -1.47517  -0.02587  0.04
C  3.01654  -2.00664  -1.03782  -0.19
C  1.89393  -1.36525  -1.45520  0.08
C  0.85698  -1.97825  -2.15969  -0.04
C  -0.35303  -1.22920  -2.34811  -0.32
O  -0.59575  -0.18923  -1.73032  0.02
C  -1.32086  -1.86218  -3.29880  0.00
C  -1.07912  -3.14454  -3.73494  0.05
N  0.12862  -3.84321  -3.54977  -0.03
C  0.32182  -5.11185  -4.12429  -0.31
C  -0.09031  -5.39195  -5.53554  -0.10
C  1.35131  -5.25361  -5.22342  -0.12
C  1.10930  -3.30444  -2.69106  -0.08
C  2.31171  -3.95507  -2.32912  0.04
C  3.25840  -3.36565  -1.43848  -0.16
N  4.25223  -4.14073  -0.89778  -0.09
C  5.41469  -3.53782  -0.21483  -0.12
C  6.43598  -4.62358  0.11916  -0.09
N  6.42313  -5.79962  -0.82730  0.06
C  5.07773  -6.44027  -1.13126  -0.09
C  3.97179  -5.54834  -0.61430  -0.15
C  -2.45136  -0.91969  -3.60261  -0.72
O  -3.60653  -1.26568  -3.32261  0.00
O  -2.03598  0.21418  -4.03318  -0.13
H  1.76650  -0.35240  -1.11312  0.14
H  -1.82615  -3.75239  -4.21622  0.13
H  0.31090  -6.04284  -3.52193  0.15
H  -0.58999  -4.63780  -6.10724  0.11
H  -0.42543  -6.40429  -5.66553  0.10
H  1.84272  -4.28921  -5.48146  0.13
H  1.90552  -6.19886  -5.12918  0.10
H  2.54718  -4.88059  -2.83120  0.09
H  5.13649  -3.02742  0.70606  0.12
H  5.82349  -2.73699  -0.88227  0.15
H  6.26148  -4.95523  1.14691  0.14
H  7.44960  -4.21783  0.08463  0.14
H  7.07918  -6.51319  -0.43500  0.19
H  6.86416  -5.47189  -1.68486  0.18
H  5.03505  -7.45208  -0.64634  0.15
H  5.02635  -6.57710  -2.23267  0.14
H  3.86547  -5.69759  0.48907  0.14
H  3.00897  -5.81347  -1.07753  0.13

Cartesian forces (eV/Å) of the 6 atoms listed first:
0.141 -0.231 0.178
0.289 0.171 -0.233
1.251 -0.427 -0.586
-0.509 1.395 1.158
-1.092 -0.658 -0.502
0.666 -0.647 -0.165



The following is a quantum chemistry calculation of a cluster of 7 separate species, C15H44O9S in total in a non-equilibrium geometry, from the Open Molecules 2025 dataset.

HOMO level (hartree): -0.3647
Energy relative to the best compared isomer or geometry (same formula, charge and spin) (kcal per mole): 26.71
Electronic energy (eV): -45526.112
Orbital gap (eV): 10.339
SMILES string: CCOS(C)(=O)=O.CCO.CCO.CCO.CCO.CCO.CCO

Last column: Löwdin charge in e.
Element x y z (Å)
C  9.48573  1.56526  26.43365  -0.09
C  9.28398  2.77060  25.52553  -0.26
O  9.13343  3.90365  26.41125  -0.29
S  7.54479  4.30315  26.80871  0.65
C  7.98591  5.46685  28.23349  -0.07
O  6.94124  4.96577  25.69204  -0.29
O  6.98425  3.09279  27.32259  -0.29
H  9.34592  0.69384  25.79397  0.07
H  8.59359  1.24884  26.97408  0.07
H  10.44116  1.43909  26.94292  0.08
H  10.11002  2.86734  24.82097  0.12
H  8.43581  2.58715  24.86596  0.12
H  7.16634  5.71569  28.90763  0.07
H  8.55461  6.29763  27.81575  0.06
H  8.70061  4.78021  28.68719  0.05
C  8.57740  -5.80377  32.22322  -0.11
C  9.17585  -6.02968  30.88701  -0.31
O  8.62224  -7.27576  30.38949  -0.09
H  8.97695  -4.84259  32.54662  0.07
H  8.83455  -6.42400  33.08188  0.08
H  7.49639  -5.67842  32.16153  0.08
H  10.26357  -6.10021  30.88383  0.11
H  8.84516  -5.19036  30.27523  0.11
H  9.34247  -7.82872  30.07787  0.07
C  14.11919  -5.29240  23.46008  -0.10
C  12.74429  -5.63580  23.05467  -0.36
O  11.86820  -4.51382  23.06896  -0.07
H  14.78625  -6.13666  23.63427  0.08
H  14.14698  -4.48336  24.19001  0.08
H  14.57847  -4.89904  22.55321  0.07
H  12.36331  -6.39810  23.73426  0.10
H  12.75871  -6.11127  22.07394  0.11
H  11.35668  -4.57133  22.25863  0.08
C  -2.59293  0.93202  26.83960  -0.09
C  -2.27042  -0.54180  26.42421  -0.36
O  -2.43441  -1.31934  27.51813  -0.05
H  -2.52476  1.72471  26.09454  0.06
H  -1.92613  1.27806  27.62937  0.06
H  -3.59153  0.94574  27.27628  0.07
H  -1.26230  -0.59507  26.01316  0.11
H  -2.93967  -0.73120  25.58496  0.10
H  -1.59305  -1.57731  27.90177  0.10
C  5.09096  -2.86684  25.89052  -0.08
C  5.90744  -4.24071  25.91667  -0.28
O  5.42318  -4.90077  27.09527  -0.10
H  4.02823  -3.08104  25.77723  0.06
H  5.43564  -2.12177  25.17346  0.06
H  5.20670  -2.31435  26.82297  0.06
H  6.93107  -3.95094  26.15395  0.10
H  5.87812  -4.85436  25.01629  0.10
H  6.17417  -5.46180  27.30235  0.07
C  0.51723  -1.76057  32.58665  -0.08
C  1.36411  -2.78206  31.87987  -0.35
O  1.25263  -2.57360  30.46536  -0.09
H  0.96388  -0.84001  32.21097  0.08
H  0.78028  -1.84524  33.64103  0.08
H  -0.52741  -1.90135  32.30913  0.08
H  1.21790  -3.83119  32.13689  0.10
H  2.41294  -2.83254  32.17229  0.10
H  1.73311  -3.21731  29.93965  0.08
C  -1.19343  -6.31567  23.76273  -0.12
C  -2.43213  -7.03860  23.59642  -0.36
O  -2.12457  -8.40691  23.74433  -0.08
H  -0.77984  -6.23998  24.76837  0.08
H  -1.33966  -5.33820  23.30311  0.08
H  -0.38631  -6.72850  23.15755  0.08
H  -2.78283  -6.89010  22.57511  0.12
H  -3.17312  -6.72868  24.33329  0.12
H  -2.34393  -8.83415  22.91309  0.08

Cartesian forces (eV/Å) of the 6 atoms listed first:
-0.818 -1.762 -1.490
-0.176 -1.192 1.164
-1.420 1.556 -0.204
1.911 0.248 0.159
0.714 -1.718 -1.529
0.107 -0.019 0.406



The following is a quantum chemistry calculation of a cluster of 2 separate species, CH2Cl4N2 in total in a non-equilibrium geometry, from the Open Molecules 2025 dataset.

HOMO level (spin up / spin down) (hartree): -0.3187 / -0.3664
Energy relative to the best compared isomer or geometry (same formula, charge and spin) (kcal per mole): 54.09
Electronic energy (eV): -54133.700
Orbital gap (spin up / spin down) (eV): 7.173 / 8.516

Last column: Löwdin charge in e.
Element x y z (Å)
C  -0.47120  0.57647  1.07888  -0.71
N  0.39070  -0.07611  1.63582  -0.24
N  0.41786  -0.03168  -1.87707  -0.97
Cl  -2.20831  0.26443  1.13866  0.59
Cl  1.92834  -0.72385  0.47923  0.28
Cl  1.10593  -1.21965  -2.78225  0.52
Cl  -1.13731  0.50221  -2.51817  0.42
H  -0.25185  1.57967  0.72911  0.09
H  0.22585  -0.87149  2.11579  0.02

Cartesian forces (eV/Å) of the 6 atoms listed first:
-2.916 2.687 -0.181
1.934 1.394 0.042
-1.153 0.925 -0.033
0.576 -0.174 -0.117
1.729 -0.623 -0.504
-0.015 -0.321 -0.432



> Among the records above, which one has the highest electronic energy?

C15H44O9S



> Look up the energy relative to the best compared isomer or geometry (same formula, charge and spin) of the first one.

0.00 kcal per mole